1.
DFT (wB97M-V/def2-TZVPD) results for 2 unconnected molecules or ions with the total composition CH3F3N2S in a non-equilibrium geometry.

**HOMO-LUMO gap (spin up / spin down)**: 8.5 / 8.5 eV
**LUMO energy (spin up / spin down)**: -0.7 / -0.7 eV
**Spin multiplicity**: 1
**Molar mass**: 132.11 g/mol
**Energy above the lowest of the compared OMol25 structures with the same formula, charge and spin**: 27.1 kcal/mol
**Total charge**: 0

Last column: natural (NBO) charge in e.
Positions of all 10 atoms, in Å:
C (1.122, -1.669, 0.238)  0.76
N (-1.335, 1.851, 0.038)  -0.98
N (-0.319, 0.411, -1.108)  -0.68
F (2.141, -2.563, 0.203)  -0.33
F (0.019, -2.463, 0.107)  -0.33
F (1.075, -1.120, 1.492)  -0.35
S (1.115, -0.078, -0.982)  0.67
H (-1.889, 1.018, -0.185)  0.44
H (-1.305, 2.740, -0.605)  0.41
H (-0.623, 1.874, 0.802)  0.40

=====

2.
DFT (wB97M-V/def2-TZVPD) results for a single C4H6NOPS molecule in a non-equilibrium geometry.

**Structure (SMILES)**: Cc1csc(PO)n1
**HOMO-LUMO gap**: 9.4 eV
**LUMO energy**: 0.7 eV
**Spin multiplicity**: 1
**Molar mass**: 147.14 g/mol
**Energy above the lowest of the compared OMol25 structures with the same formula, charge and spin**: 0.0 kcal/mol
**Total charge**: 0

Last column: natural (NBO) charge in e.
Positions of all 14 atoms, in Å:
C (0.109, 0.447, 2.233)  -0.64
C (0.513, 0.273, 0.850)  0.13
C (1.750, 0.312, 0.309)  -0.44
S (1.745, -0.150, -1.370)  0.42
C (0.027, -0.311, -1.265)  -0.26
P (-1.091, -1.134, -2.602)  0.92
O (-2.493, -0.693, -1.938)  -0.98
N (-0.436, -0.089, -0.054)  -0.51
H (0.399, -0.419, 2.786)  0.23
H (0.672, 1.274, 2.596)  0.22
H (-0.937, 0.793, 2.257)  0.24
H (2.712, 0.578, 0.719)  0.24
H (-0.814, -0.179, -3.536)  -0.09
H (-2.156, -0.702, -0.985)  0.51

=====

3.
DFT (wB97M-V/def2-TZVPD) results for a molecular structure, C6H12Cl6NiO4P in a non-equilibrium geometry.

**HOMO-LUMO gap (spin up / spin down)**: 6.9 / 6.8 eV
**LUMO energy (spin up / spin down)**: 2.3 / 2.3 eV
**Spin multiplicity**: 3
**Molar mass**: 450.54 g/mol
**Energy above the lowest of the compared OMol25 structures with the same formula, charge and spin**: 0.0 kcal/mol
**Total charge**: -1

Last column: natural (NBO) charge in e.
Positions of all 30 atoms, in Å:
Ni (2.739, -12.387, -38.268)  1.26
P (0.799, -13.463, -37.934)  2.44
O (0.779, -11.881, -38.109)  -1.25
O (-0.379, -14.324, -37.729)  -1.14
O (1.953, -13.570, -36.845)  -1.21
O (1.705, -13.784, -39.213)  -1.22
Cl (0.303, -8.797, -41.206)  -0.12
C (0.358, -10.526, -40.730)  -0.41
C (1.644, -11.168, -41.185)  -0.39
Cl (2.970, -10.695, -40.080)  -0.07
H (-0.524, -10.999, -41.157)  0.22
H (0.266, -10.667, -39.649)  0.30
H (1.892, -10.921, -42.212)  0.21
H (1.572, -12.244, -41.003)  0.29
Cl (7.574, -11.123, -38.668)  -0.06
C (7.595, -12.782, -39.324)  -0.38
C (6.791, -13.721, -38.453)  -0.38
Cl (5.080, -13.262, -38.422)  -0.04
H (8.638, -13.082, -39.394)  0.22
H (7.188, -12.751, -40.333)  0.22
H (7.176, -13.680, -37.436)  0.22
H (6.878, -14.740, -38.825)  0.23
Cl (-0.117, -9.367, -35.382)  -0.07
C (1.421, -9.440, -36.278)  -0.39
C (2.298, -10.552, -35.773)  -0.40
Cl (3.767, -10.679, -36.774)  -0.05
H (1.875, -8.456, -36.196)  0.20
H (1.194, -9.653, -37.322)  0.26
H (1.785, -11.517, -35.804)  0.30
H (2.571, -10.445, -34.723)  0.21

=====

4.
DFT (wB97M-V/def2-TZVPD) results for a molecular structure, C41H44P3PdSSb.

**HOMO-LUMO gap (spin up / spin down)**: 8.0 / 4.5 eV
**LUMO energy (spin up / spin down)**: -10.4 / -14.1 eV
**Spin multiplicity**: 5
**Molar mass**: 889.97 g/mol
**Energy above the lowest of the compared OMol25 structures with the same formula, charge and spin**: 7.5 kcal/mol
**Total charge**: +4

Last column: Mulliken charge in e.
Positions of all 91 atoms, in Å:
Pd (-1.049, -0.189, -0.538)  0.15
C (-4.205, 1.168, 1.228)  -1.27
P (-3.396, -0.059, 0.167)  0.98
C (-3.992, -1.656, 0.768)  -1.39
C (-3.979, 0.178, -1.534)  0.33
C (-5.165, -0.392, -1.979)  -0.84
C (-5.578, -0.218, -3.294)  -0.88
C (-4.794, 0.505, -4.181)  -0.87
C (-3.601, 1.074, -3.756)  -0.74
C (-3.192, 0.939, -2.430)  0.50
P (-1.660, 1.711, -1.848)  1.64
C (-0.704, 2.290, -3.265)  -1.64
C (-1.999, 3.189, -0.853)  -1.35
H (-5.275, 0.943, 1.224)  0.44
H (-4.065, 2.180, 0.859)  0.38
H (-3.836, 1.094, 2.250)  0.46
H (-5.082, -1.660, 0.826)  0.55
H (-3.603, -1.826, 1.773)  0.44
H (-3.665, -2.464, 0.115)  0.33
H (-5.789, -0.965, -1.307)  0.43
H (-6.515, -0.645, -3.624)  0.49
H (-5.117, 0.641, -5.203)  0.51
H (-3.014, 1.643, -4.463)  0.43
H (-0.460, 1.480, -3.951)  0.44
H (0.217, 2.746, -2.901)  0.48
H (-1.276, 3.056, -3.794)  0.55
H (-2.889, 3.694, -1.236)  0.41
H (-1.149, 3.866, -0.945)  0.49
H (-2.133, 2.947, 0.200)  0.29
C (-1.101, -3.871, -0.302)  -1.56
P (-0.611, -2.570, -1.468)  0.91
C (1.157, -2.267, -1.328)  0.43
C (2.012, -3.121, -0.625)  -0.65
C (3.366, -2.841, -0.565)  -0.76
C (3.877, -1.705, -1.182)  -0.56
C (3.035, -0.842, -1.872)  -0.98
C (1.679, -1.119, -1.947)  -0.24
C (-1.022, -3.119, -3.098)  0.94
C (-2.368, -3.442, -3.379)  -0.25
C (-2.701, -4.020, -4.584)  -0.84
C (-1.707, -4.242, -5.538)  -0.45
C (-0.382, -3.889, -5.287)  -0.80
C (-0.039, -3.299, -4.088)  -0.34
H (-0.480, -4.752, -0.480)  0.57
H (-2.139, -4.156, -0.470)  0.42
H (-0.981, -3.524, 0.724)  0.44
H (1.638, -4.016, -0.146)  0.41
H (4.032, -3.521, -0.052)  0.53
H (4.940, -1.506, -1.141)  0.49
H (3.438, 0.026, -2.376)  0.65
H (1.033, -0.478, -2.550)  0.55
H (-3.133, -3.254, -2.636)  0.31
H (-3.720, -4.307, -4.801)  0.48
H (-1.968, -4.689, -6.489)  0.46
H (0.373, -4.095, -6.033)  0.46
H (0.989, -3.029, -3.887)  0.45
S (0.048, 0.089, 1.535)  -0.24
Sb (1.858, 1.417, 2.603)  1.95
C (2.622, 2.808, 1.260)  0.67
C (2.496, 4.186, 1.431)  -0.47
C (3.144, 5.040, 0.550)  -0.80
C (3.904, 4.524, -0.489)  -0.64
C (4.026, 3.151, -0.659)  -0.69
C (3.391, 2.286, 0.217)  -0.69
C (0.784, 1.982, 4.294)  0.97
C (0.530, 3.305, 4.655)  -0.43
C (-0.111, 3.563, 5.856)  -0.72
C (-0.507, 2.516, 6.676)  -0.52
C (-0.262, 1.201, 6.311)  -0.76
C (0.384, 0.925, 5.118)  -0.63
C (3.261, -0.063, 3.007)  0.86
C (2.992, -1.424, 2.913)  -0.48
C (3.972, -2.327, 3.294)  -0.69
C (5.199, -1.872, 3.755)  -0.61
C (5.461, -0.512, 3.837)  -0.74
C (4.492, 0.406, 3.459)  -0.75
H (1.916, 4.610, 2.239)  0.40
H (3.067, 6.109, 0.686)  0.47
H (4.419, 5.197, -1.162)  0.47
H (4.642, 2.761, -1.458)  0.49
H (3.525, 1.216, 0.109)  0.56
H (0.846, 4.137, 4.041)  0.35
H (-0.290, 4.584, 6.161)  0.45
H (-1.001, 2.730, 7.614)  0.44
H (-0.558, 0.394, 6.966)  0.45
H (0.612, -0.104, 4.859)  0.35
H (2.028, -1.786, 2.575)  0.33
H (3.777, -3.390, 3.250)  0.50
H (5.956, -2.582, 4.060)  0.45
H (6.418, -0.163, 4.200)  0.46
H (4.709, 1.465, 3.531)  0.44